[1]
# C3H6O

The ion C3H6O with charge +1 at a distorted geometry (wB97M-V/def2-TZVPD, the OMol25 dataset).

Last column: Mulliken charge in e.
Element x y z (Å)
C (1.2365, 0.4541, 0.6082)  -0.672
C (0.2970, -0.2130, -0.1127)  0.915
O (0.5094, -1.4716, -0.4370)  -0.376
C (-1.0513, 0.3443, -0.3857)  -0.937
H (1.2064, 1.4757, 0.9661)  0.317
H (2.2204, 0.0313, 0.8135)  0.321
H (-0.1725, -2.0968, -0.1240)  0.410
H (-1.0593, 0.9823, -1.2807)  0.303
H (-1.7837, -0.4542, -0.5036)  0.357
H (-1.4029, 0.9479, 0.4560)  0.363

As for the HOMO energy (alpha / beta): -16.920 / -18.103 eV. As for the expectation value of S²: 0.75. The spin multiplicity is 2. The charge is +1. The HOMO-LUMO gap (alpha / beta) is 12.04 / 9.29 eV.



[2]
# C33H92N8O9

A cluster of 9 separate species, C33H92N8O9 in total at a distorted geometry (wB97M-V/def2-TZVPD, the OMol25 dataset).

Last column: Mulliken charge in e.
Element x y z (Å)
C (-0.3093, 1.4069, 2.9891)  0.928
O (0.1504, 1.3256, 4.3216)  -0.192
C (-0.8026, 1.7682, 5.2391)  -0.735
C (-0.2556, 1.6444, 6.6476)  0.580
C (0.1720, 0.2281, 7.0538)  -1.361
N (-1.2125, 2.1027, 7.6718)  -0.720
H (-0.9149, 2.3034, 2.8320)  -0.281
H (-0.9370, 0.5491, 2.7201)  0.154
H (0.5462, 1.3973, 2.3220)  -0.699
H (-1.1406, 2.7955, 5.0388)  0.282
H (-1.7489, 1.2026, 5.2008)  0.267
H (0.6712, 2.2327, 6.6800)  0.242
H (0.8544, -0.2344, 6.3386)  0.214
H (-0.6608, -0.4658, 7.1743)  0.338
H (0.7101, 0.3011, 8.0010)  0.415
H (-0.7395, 1.9662, 8.5599)  0.279
H (-1.3386, 3.1108, 7.6160)  0.260
C (5.6576, -4.2724, -2.9310)  -0.764
O (4.8666, -3.1267, -2.6624)  -0.338
C (4.2251, -3.2176, -1.4170)  -0.985
C (3.2757, -2.0346, -1.2190)  1.753
C (3.9096, -0.6696, -1.4578)  -1.460
N (2.6355, -2.0647, 0.1056)  -0.080
H (5.0832, -5.2035, -2.8519)  0.303
H (6.4450, -4.3243, -2.1695)  0.315
H (6.0272, -4.1652, -3.9458)  0.247
H (3.6331, -4.1395, -1.3598)  0.473
H (4.9524, -3.1905, -0.5930)  0.378
H (2.4877, -2.0319, -1.9841)  -0.558
H (4.3359, -0.6328, -2.4598)  0.556
H (4.6646, -0.4115, -0.7068)  -0.210
H (3.1329, 0.0978, -1.4237)  0.331
H (2.6650, -3.0172, 0.4592)  0.265
H (3.2042, -1.4991, 0.7354)  -0.164
C (1.3749, 2.7367, -2.8080)  -0.692
O (2.4331, 2.4194, -1.9329)  -0.021
C (3.3543, 3.4741, -1.6995)  -1.106
C (4.2329, 3.1272, -0.5208)  1.181
C (3.3836, 3.1290, 0.7515)  -1.252
N (5.2909, 4.1648, -0.3467)  -0.817
H (0.8058, 1.8517, -3.0837)  -0.156
H (1.7217, 3.1651, -3.7584)  0.405
H (0.7391, 3.4573, -2.2848)  0.438
H (3.8879, 3.5751, -2.6585)  0.348
H (2.8336, 4.4299, -1.5346)  0.377
H (4.7790, 2.1915, -0.6424)  -0.032
H (2.7105, 2.2647, 0.7459)  -0.142
H (2.7969, 4.0483, 0.7947)  0.460
H (3.9358, 3.0294, 1.6856)  0.493
H (5.9412, 4.0471, -1.1207)  0.286
H (4.8467, 5.0717, -0.4788)  0.302
C (2.6278, -0.4047, 2.9728)  -0.456
O (3.8602, -0.9522, 2.5540)  -0.524
C (4.9020, 0.0141, 2.6425)  -0.378
C (6.2436, -0.6382, 2.3066)  1.002
C (6.4375, -1.9554, 3.0089)  -1.582
N (7.2755, 0.3045, 2.7384)  -0.768
H (2.5938, -0.2356, 4.0535)  0.401
H (1.8009, -1.0662, 2.7172)  0.333
H (2.4299, 0.5610, 2.4981)  -0.028
H (4.6547, 0.8547, 1.9802)  -0.375
H (4.9205, 0.4248, 3.6604)  0.555
H (6.2461, -0.7384, 1.2121)  0.032
H (7.4315, -2.3349, 2.7599)  0.415
H (5.6572, -2.6716, 2.7596)  0.325
H (6.4222, -1.8493, 4.0960)  0.379
H (7.2998, 1.1398, 2.1493)  0.247
H (8.2158, -0.0281, 2.5194)  0.287
C (-4.6870, -2.8246, -5.2579)  -0.861
O (-3.4913, -2.5601, -4.5513)  -0.206
C (-2.6570, -1.6325, -5.2197)  -1.029
C (-1.6119, -1.1570, -4.2260)  -0.115
C (-0.7047, -2.2457, -3.6723)  -0.619
N (-2.2039, -0.4189, -3.0972)  0.269
H (-4.5501, -3.5217, -6.0912)  0.291
H (-5.1406, -1.8912, -5.5989)  0.327
H (-5.3313, -3.3329, -4.5397)  0.242
H (-2.2264, -2.1038, -6.1098)  0.466
H (-3.2438, -0.7596, -5.5334)  0.431
H (-0.9497, -0.3698, -4.6097)  0.499
H (-1.2944, -2.8828, -3.0087)  -0.031
H (0.0456, -1.8084, -3.0083)  -0.218
H (-0.1702, -2.7873, -4.4507)  0.548
H (-2.6652, 0.4101, -3.4360)  -0.463
H (-2.8730, -0.9867, -2.5847)  0.144
C (-4.0604, 0.3827, 0.5976)  -0.718
O (-4.0196, 1.7524, 0.9143)  -0.104
C (-4.1520, 2.1355, 2.2612)  -0.545
C (-4.1369, 3.6441, 2.3349)  0.526
C (-2.9560, 4.2830, 1.5846)  -0.825
N (-4.2053, 4.1206, 3.7081)  -0.622
H (-3.2883, -0.2061, 1.1045)  0.423
H (-3.7892, 0.2848, -0.4554)  -0.065
H (-5.0472, -0.0683, 0.7251)  0.320
H (-5.1298, 1.8115, 2.6472)  0.331
H (-3.3832, 1.6613, 2.8810)  0.208
H (-4.9943, 4.0168, 1.7492)  0.184
H (-3.0650, 4.0295, 0.5254)  -0.057
H (-1.9811, 3.8717, 1.8472)  0.019
H (-2.9816, 5.3727, 1.5785)  0.441
H (-4.2913, 5.1276, 3.7147)  0.267
H (-5.0265, 3.7274, 4.1578)  0.245
C (-6.2481, 3.8652, -2.8757)  -0.609
O (-5.7052, 2.7678, -3.5809)  -0.480
C (-4.6339, 2.1295, -2.9185)  -0.276
C (-3.3258, 2.9228, -2.8728)  0.439
C (-2.7064, 3.0942, -4.2494)  -1.396
N (-2.3718, 2.4889, -1.8137)  0.029
H (-7.3305, 3.7820, -2.9971)  0.287
H (-5.8783, 4.8351, -3.2130)  0.268
H (-6.0694, 3.8002, -1.7946)  0.184
H (-4.9371, 1.8794, -1.8945)  0.626
H (-4.4595, 1.2116, -3.4842)  -0.025
H (-3.4979, 3.9348, -2.4815)  0.581
H (-2.2297, 2.1941, -4.6523)  0.118
H (-1.9433, 3.8751, -4.2630)  0.339
H (-3.4591, 3.4077, -4.9750)  0.395
H (-2.9738, 2.3816, -0.9993)  -0.229
H (-2.0026, 1.5543, -2.0053)  0.055
C (-3.0356, -7.7183, -0.3206)  -0.781
O (-2.2292, -6.6295, -0.7073)  -0.284
C (-2.2200, -5.5835, 0.2502)  -1.027
C (-1.5948, -4.3525, -0.3921)  0.693
C (-0.1382, -4.5999, -0.7428)  -1.047
N (-1.7540, -3.2654, 0.5762)  -0.575
H (-3.2372, -8.3463, -1.1919)  0.252
H (-4.0380, -7.3690, -0.0436)  0.334
H (-2.5136, -8.3065, 0.4384)  0.281
H (-3.2411, -5.3435, 0.5655)  0.474
H (-1.6612, -5.9156, 1.1361)  0.377
H (-2.1900, -4.1025, -1.2715)  0.045
H (0.0521, -5.4162, -1.4457)  0.404
H (0.4325, -4.9259, 0.1384)  0.439
H (0.3778, -3.7057, -1.1007)  -0.028
H (-1.4505, -3.5708, 1.4931)  0.263
H (-1.2309, -2.4291, 0.3274)  0.268
C (0.0648, 0.3469, -0.3513)  0.974
O (0.0987, -0.9782, 0.1805)  0.098
H (0.8490, 1.0046, 0.0370)  -0.863
H (0.2768, 0.2212, -1.4201)  -0.021
H (-0.9314, 0.7621, -0.2286)  -0.222
H (1.0164, -1.3130, 0.0018)  -0.034

As for the SMILES: COC[C@H](C)N.COC[C@H](C)N.COC[C@H](C)N.COC[C@H](C)N.COC[C@H](C)N.COC[C@H](C)N.COC[C@H](C)N.COC[C@H](C)N.CO. As for the HOMO energy: -8.562 eV. The HOMO-LUMO gap is 9.30 eV.



[3]
# C42H56BCl2N8RbS3Se2Te2

A structure of composition C42H56BCl2N8RbS3Se2Te2 at a distorted geometry (wB97M-V/def2-TZVPD, the OMol25 dataset).

Last column: Mulliken charge in e.
Element x y z (Å)
Rb (0.1733, -0.0508, 2.9705)  0.737
C (1.8974, -3.6789, -2.6936)  -1.764
C (0.7056, -2.7918, -2.9077)  0.755
C (-0.0541, -2.8240, -4.0176)  -0.947
C (-1.2730, -2.0792, -4.0837)  -0.010
N (-1.6352, -1.2825, -3.1689)  -0.957
N (-0.7480, -1.0786, -2.0976)  1.256
B (-1.2585, 0.0685, -1.1552)  -0.795
N (-0.4972, 1.1931, -0.9535)  0.433
N (0.6091, 1.2205, -1.8116)  -0.697
C (1.4677, 2.2271, -1.7782)  -0.330
C (1.2557, 3.2913, -0.9136)  -0.042
C (0.1851, 3.3170, -0.0651)  0.332
C (0.0195, 4.4162, 1.0070)  -2.132
C (-0.6904, 2.2222, 0.0037)  0.690
S (-1.7462, 2.0046, 1.3107)  -0.437
C (2.7134, 2.1434, -2.6834)  2.555
C (3.9134, 1.7913, -1.7838)  -1.436
C (2.5635, 1.0119, -3.7312)  -1.704
C (2.9641, 3.5436, -3.2651)  -2.071
N (-2.6740, -0.1330, -0.7013)  0.966
N (-3.3145, 0.9937, -1.0699)  -0.508
C (-4.6047, 1.0405, -0.9170)  -0.040
C (-5.3171, -0.0686, -0.3996)  -0.528
C (-4.6581, -1.0782, 0.1732)  0.405
C (-5.3280, -2.3258, 0.7497)  -1.649
C (-3.2261, -1.1628, -0.0345)  0.091
S (-2.2588, -2.4114, 0.5489)  -0.280
C (-5.2407, 2.3264, -1.3707)  2.654
C (-4.2181, 3.4175, -1.6766)  -1.798
C (-6.2031, 2.8772, -0.3352)  -2.302
C (-6.0452, 2.1138, -2.6389)  -1.876
C (0.3784, -1.8172, -1.8763)  -0.015
S (1.1463, -1.6862, -0.4107)  -0.029
C (-2.2395, -2.1622, -5.2816)  2.481
C (-1.8083, -1.1583, -6.3729)  -1.701
C (-3.6105, -1.8086, -4.7863)  -2.058
C (-2.2763, -3.6028, -5.8301)  -1.900
H (1.9089, -4.3569, -3.5411)  0.385
H (1.8173, -4.1818, -1.7374)  0.344
H (2.7927, -3.0637, -2.6169)  0.305
H (0.0660, -3.6088, -4.6840)  0.457
H (2.0134, 4.0661, -1.0011)  0.106
H (0.7278, 5.1865, 0.7125)  0.423
H (0.1462, 4.0872, 1.9634)  0.408
H (-0.9842, 4.8926, 0.9834)  0.367
H (3.7648, 0.8237, -1.2264)  0.194
H (4.2950, 2.5538, -1.1234)  0.080
H (4.7191, 1.6376, -2.4612)  0.609
H (2.4033, 0.0523, -3.2116)  0.043
H (3.5180, 1.0196, -4.2793)  0.551
H (1.8082, 1.3323, -4.4473)  0.433
H (3.3286, 4.2162, -2.5269)  0.416
H (2.1508, 4.0469, -3.7680)  0.369
H (3.7808, 3.4299, -4.0045)  0.447
H (-6.4080, -0.1587, -0.3133)  0.319
H (-6.3269, -2.1718, 1.0721)  0.449
H (-4.7315, -2.6422, 1.5366)  0.256
H (-5.1951, -3.1607, 0.0310)  0.260
H (-3.4610, 3.5367, -0.8870)  0.228
H (-4.7807, 4.3664, -1.8811)  0.469
H (-3.5430, 3.1002, -2.4688)  0.328
H (-5.7139, 3.0462, 0.5715)  0.468
H (-6.9641, 2.1574, -0.1001)  0.360
H (-6.5364, 3.8359, -0.6000)  0.614
H (-5.5227, 2.2855, -3.5860)  0.361
H (-6.9437, 2.6904, -2.7303)  0.406
H (-6.3791, 1.0973, -2.6952)  0.403
H (-2.0094, -0.1343, -6.0703)  0.348
H (-2.3485, -1.4490, -7.2716)  0.450
H (-0.7195, -1.1669, -6.6079)  0.322
H (-3.7327, -0.7822, -4.4862)  0.391
H (-3.8099, -2.2550, -3.8162)  0.404
H (-4.3201, -1.9783, -5.6322)  0.454
H (-1.4204, -3.7654, -6.4699)  0.380
H (-3.2604, -3.6878, -6.2946)  0.481
H (-2.2490, -4.3048, -4.9859)  0.351
Se (-3.8575, -2.5177, 8.7501)  -0.503
Te (-1.9887, -1.4472, 9.9499)  0.057
Te (0.2118, -2.6830, 8.9083)  0.147
Se (2.0752, -1.3517, 9.9652)  -0.658
Cl (-3.3993, -4.9905, 5.3562)  -0.177
C (-3.5122, -3.2454, 5.0497)  0.424
Cl (-5.1074, -2.7595, 4.3140)  -0.204
H (-2.7443, -2.9289, 4.4201)  -0.073
H (-3.4551, -2.6568, 6.0280)  -0.040
C (3.0534, 0.6641, 2.5430)  -0.280
C (3.8520, 1.5904, 2.3114)  -1.348
C (4.7710, 2.5553, 1.7832)  1.182
C (4.2819, 3.7850, 1.2962)  -0.671
C (5.1237, 4.6952, 0.6375)  -0.267
C (6.4599, 4.4581, 0.4478)  -0.708
C (6.9308, 3.2649, 0.9456)  -0.332
C (6.1480, 2.3331, 1.6176)  -0.340
H (3.2343, 3.9669, 1.4595)  0.503
H (4.6712, 5.5845, 0.2497)  0.373
H (7.0645, 5.1766, -0.1056)  0.358
H (7.9433, 3.0405, 0.7357)  0.375
H (6.5334, 1.3222, 1.7650)  0.338
N (0.1289, -2.6571, 4.0754)  -0.623
C (1.2819, -2.9210, 4.0552)  0.708
N (2.5156, -3.3551, 4.0525)  -0.094
C (2.9657, -3.8097, 5.3627)  -0.653
C (3.5834, -2.7342, 6.2368)  0.126
C (3.8962, -1.4494, 5.4752)  -0.570
C (4.5398, -1.8914, 4.1842)  -0.092
C (3.5718, -2.6561, 3.2887)  -0.205
H (3.7314, -4.5430, 5.1242)  0.240
H (2.0544, -4.2516, 5.8323)  0.424
H (4.5385, -3.0913, 6.7095)  0.332
H (2.9870, -2.5415, 7.1399)  -0.434
H (4.5826, -0.8075, 6.0940)  0.377
H (2.9972, -0.8748, 5.3868)  0.166
H (5.4702, -2.5447, 4.4360)  0.332
H (4.8095, -0.9856, 3.5732)  -0.090
H (4.0670, -3.3973, 2.6525)  0.122
H (3.0417, -1.9559, 2.5958)  -0.004

As for the HOMO energy (alpha / beta): -1.502 / -2.621 eV. The charge is -2. The HOMO-LUMO gap (alpha / beta) is 3.82 / 5.92 eV.



[4]
# C5H3NO

An isolated molecule of C5H3NO (wB97M-V/def2-TZVPD, the OMol25 dataset).

Last column: Mulliken charge in e.
Element x y z (Å)
O (2.2809, -0.2306, 0.3182)  -0.440
C (1.1226, -0.1042, 0.0797)  0.254
C (0.3625, 0.1426, -1.2317)  -0.184
C (-1.0108, 0.1889, -0.7241)  -0.330
C (-1.8920, 0.1403, 0.1475)  -0.406
C (0.0224, -0.1667, 1.1596)  0.459
N (-0.5446, -0.2680, 2.2050)  -0.416
H (0.5672, -0.6754, -1.9321)  0.277
H (0.7169, 1.0728, -1.6903)  0.278
H (-1.6251, -0.0996, 1.6682)  0.507

As for the HOMO energy: -9.996 eV. The HOMO-LUMO gap is 8.90 eV.



Results for relative energy (zero: lowest compared OMol25 entry of this formula, charge and spin): 15.4; 0.0; 65.1; 127.9 (in kcal/mol, following the order of the records).
Results for electronic energy: -192.78320; -2427.54879; -9574.84894; -322.08791 (in hartree, following the order of the records).